Record 1
Molecular formula: C5H10FN
Method: DFT, ωB97M-V with the def2-TZVPD basis set

The value obtained for the frontier orbital gap is 10.57 eV. The charge is 0. The value obtained for the calculated total energy is -9549.9040 eV. The strongest force on any atom is 7.12 eV Å⁻¹.

```
17
Properties=species:S:1:pos:R:3:nbo_charge:R:1
C 0.13443 -2.02187 1.64541 0.0377
C 0.50430 -1.13035 0.32664 -0.2794
C 0.21165 0.65107 -1.36152 -0.2032
C -0.89459 1.83061 -1.19215 -0.4344
C -0.67657 1.17333 0.19778 -0.2246
H 0.29830 -1.21541 2.48238 0.1689
H -0.92999 -2.45253 1.56917 0.1898
H 0.35562 -1.67193 -0.63617 0.2244
H 1.53664 -0.86229 0.52723 0.1854
H 0.35426 0.13949 -2.51358 0.1655
H 1.20479 1.00067 -1.26976 0.1864
H -0.19466 2.74146 -1.10760 0.2093
H -1.73563 1.84088 -1.92693 0.2421
H -1.22829 1.44288 1.19751 0.1963
H 0.32944 1.70167 0.58138 0.1404
N -0.44503 -0.15465 -0.30978 -0.4306
F 1.17533 -3.01302 1.79000 -0.3741
```

Record 2
Molecular formula: C7H10
Method: DFT, ωB97M-V with the def2-TZVPD basis set

The value obtained for the frontier orbital gap is 11.00 eV. The charge is 0. The value obtained for the calculated total energy is -7418.5370 eV. The SMILES is C#CC[C@@H]1C[C@@H]1C. The strongest force on any atom is 0.42 eV Å⁻¹.

```
17
Properties=species:S:1:pos:R:3:nbo_charge:R:1
C 1.67535 -2.23323 1.59525 -0.2501
C 0.68537 -1.76428 1.09511 -0.0020
C -0.53186 -1.20124 0.49549 -0.4828
C -0.66303 0.29871 0.67819 -0.2076
C -1.50088 1.07246 -0.30035 -0.4222
C -0.01015 1.27817 -0.26242 -0.2196
C 0.88204 0.86701 -1.41723 -0.6113
H 2.54887 -2.65897 2.03868 0.2358
H -0.55754 -1.45524 -0.57084 0.2305
H -1.40805 -1.68641 0.94186 0.2388
H -0.72015 0.59853 1.72279 0.2187
H -2.14806 1.86677 0.06094 0.2178
H -1.91258 0.51449 -1.13953 0.2072
H 0.29808 2.20400 0.21943 0.2131
H 0.58495 1.38074 -2.33863 0.2100
H 1.92408 1.12884 -1.20630 0.2170
H 0.85354 -0.21035 -1.61244 0.2067
```

Record 3
Molecular formula: C38H65AlBrCl4N2O8S2
Method: DFT, ωB97M-V with the def2-TZVPD basis set

The value obtained for the frontier orbital gap is 1.81 eV. The charge is +1. The value obtained for the calculated total energy is -208201.0560 eV. The strongest force on any atom is 4.15 eV Å⁻¹.

```
121
Properties=species:S:1:pos:R:3:lowdin_charge:R:1
C 0.37938 -1.91593 7.40674 -0.1014
C -0.93875 -1.19081 7.00262 -0.2504
C -1.94019 -2.08995 6.24336 -0.1874
C -1.52349 -2.42134 4.77258 -0.2399
N -2.23702 -1.47185 3.88447 -0.0528
C -1.54774 -1.15616 2.62709 -0.7040
S -1.04503 -2.80288 1.94062 0.8645
C -0.23467 -0.33760 2.84130 -0.1801
O -0.27551 0.99029 2.27950 -0.2075
S -1.51309 1.75996 2.94310 0.6537
O -1.38145 3.14755 2.56393 -0.2655
O -1.56595 1.69351 4.37060 -0.2283
C -2.99053 1.02628 2.17777 -0.2806
C -4.21605 1.07540 3.11251 -0.1381
C -4.51707 2.57184 3.44860 -0.1891
O -4.14123 2.89723 4.79003 -0.0655
C -4.15618 4.28838 4.87736 -0.2936
O -5.07196 4.86704 5.40461 0.1134
C -2.60642 -0.42741 1.67510 -0.6621
Cl -4.04583 -1.52359 1.64955 0.7927
C -2.13495 -0.35203 0.21561 -0.2077
C -3.25748 0.15787 -0.73513 -0.2391
C -3.65236 -0.86820 -1.82272 -0.1693
C -3.95960 -0.15232 -3.17769 -0.2231
C -3.85125 -1.15465 -4.37970 -0.1943
C -2.74964 -0.66063 -5.34122 -0.2191
C -2.56811 -1.69023 -6.47207 -0.2173
C -1.32494 -1.43148 -7.36086 -0.2155
C -1.27443 -2.54119 -8.42946 -0.1771
C -0.23470 -2.32417 -9.58747 -0.1540
C 0.75630 -1.16770 -9.37885 -0.3288
C 1.88291 -1.42213 -8.32452 -0.1518
N 2.34972 -2.78213 -8.29495 -0.1285
C 3.48195 -3.17970 -8.93426 -0.1240
C 3.71335 -4.50323 -8.73968 -0.0570
C 2.60426 -4.93832 -7.92377 -0.0726
C 1.81629 -3.87260 -7.65577 -0.1078
H 0.18892 -2.97609 7.60290 0.0734
H 0.70152 -1.45716 8.35073 0.0699
H 1.18443 -1.74307 6.68404 0.0577
H -0.76682 -0.25279 6.45325 0.0893
H -1.42625 -0.90006 7.94429 0.1054
H -2.96839 -1.70453 6.28842 0.1145
H -1.96362 -3.05701 6.76833 0.1085
H -1.83361 -3.45644 4.60629 0.1042
H -0.42777 -2.33660 4.74443 0.1028
H -2.35962 -0.62960 4.44393 0.0882
H -0.02233 -2.45849 1.12365 -0.1009
H -0.03387 -0.28307 3.91890 0.1211
H 0.62892 -0.83211 2.39275 0.1052
H -3.21206 1.69970 1.34074 0.1270
H -5.12235 0.71101 2.62442 0.1038
H -4.08163 0.55356 4.06328 0.1216
H -3.94543 3.21132 2.74982 0.1138
H -5.57542 2.82894 3.29971 0.1361
H -3.29405 4.80446 4.41364 0.1567
H -1.23097 0.26863 0.11504 0.1343
H -1.85184 -1.33615 -0.17446 0.0803
H -2.84346 1.16319 -1.19225 -0.1146
H -4.15262 0.43940 -0.16753 0.1038
H -4.61956 -1.30380 -1.52949 0.1252
H -2.89658 -1.64069 -1.98829 0.1101
H -4.94602 0.32458 -3.16056 0.1175
H -3.20908 0.62526 -3.33485 -0.0072
H -3.51997 -2.11718 -3.96906 0.1035
H -4.83365 -1.23211 -4.85491 0.1156
H -3.05446 0.32762 -5.71958 0.1205
H -1.79743 -0.49933 -4.81133 0.1187
H -3.48671 -1.71240 -7.07342 0.1221
H -2.43103 -2.67980 -6.01032 0.1197
H -1.47250 -0.43347 -7.80558 0.1139
H -0.45486 -1.43165 -6.69330 0.1024
H -2.25795 -2.60617 -8.91043 0.1156
H -1.08627 -3.50613 -7.94664 0.1031
H -0.78227 -2.12054 -10.51715 0.1163
H 0.28515 -3.27557 -9.74613 0.1175
H 1.28054 -1.03427 -10.36502 0.0292
H 0.23629 -0.20061 -9.18016 -0.0144
H 2.75690 -0.82225 -8.63665 0.0970
H 1.62615 -1.08903 -7.31472 0.1300
H 4.12898 -2.54485 -9.53311 0.1226
H 4.53838 -5.09543 -9.10575 0.1034
H 2.46606 -5.96321 -7.60251 0.1046
H 0.90567 -3.84771 -7.07254 0.1175
Al 1.50116 1.14985 -10.23318 1.1063
C 2.91432 6.39007 4.24572 -0.1004
O 2.13014 5.24406 4.54194 -0.2126
C 1.50401 4.67558 3.39406 -0.1824
C 2.31720 3.54553 2.79242 -0.2014
O 3.58678 3.97593 2.32096 -0.1898
C 4.61073 3.80353 3.28898 -0.1062
H 3.63342 6.52182 5.05409 0.0925
H 3.46055 6.28778 3.30685 0.0840
H 2.27484 7.27655 4.19146 0.0909
H 1.29869 5.44906 2.64764 0.1331
H 0.54438 4.26867 3.71872 0.1076
H 1.77452 3.15651 1.92574 0.1208
H 2.42577 2.72322 3.50246 0.1017
H 4.97922 2.77193 3.25879 0.0833
H 4.27520 4.01631 4.30379 0.0577
H 5.43049 4.47666 3.03965 0.0939
C 6.73586 0.09333 1.07579 -0.0930
C 7.30007 -1.12582 1.42688 -0.0930
C 6.49268 -2.16175 1.87672 -0.0943
C 5.11910 -1.98174 1.96692 -0.0986
C 4.55496 -0.76382 1.61229 -0.1010
C 5.36304 0.27517 1.17059 -0.1001
H 7.36623 0.90227 0.72855 0.1018
H 8.37064 -1.26843 1.35090 0.1020
H 6.93388 -3.10988 2.15677 0.1019
H 4.48891 -2.79136 2.31403 0.0986
H 3.48255 -0.62278 1.68128 0.0866
H 4.92172 1.22719 0.89990 0.0985
Br -2.65686 2.81043 -2.17768 0.2574
C 2.82890 3.11994 7.16706 -1.5454
Cl 4.59003 3.16703 7.29614 0.5319
Cl 2.30013 1.61646 6.39894 0.5184
Cl 2.08277 3.29949 8.75514 0.5376
H 2.51074 3.94913 6.54232 -0.0113
O -5.48781 -3.79888 4.06170 -0.0771
H -5.11178 -3.19748 3.40247 -0.0973
```

Asked for energy relative to the best compared isomer or geometry (same formula, charge and spin) across the records above, the calculation gives 454.8 241.0 137.6 kJ/mol in order.